Record 1
Formula: C9H73BClNO31P
Source: the Open Molecules 2025 dataset
Level of theory: the ωB97M-V functional and the def2-TZVPD basis

frontier orbital gap	4.71	eV
net charge	-1

Element x y z (Å)
C: -1.28 -2.91 3.49
P: -0.97 -1.43 4.62
C: -2.61 -0.52 4.76
B: 0.31 -0.19 3.88
C: 1.88 -0.49 4.32
C: 2.69 0.82 4.05
O: 2.52 1.82 4.68
Cl: 3.98 0.94 2.71
C: 0.17 -0.02 2.25
C: -1.07 0.60 1.75
C: -1.19 0.78 0.29
C: -0.05 0.34 -0.54
C: 1.09 -0.24 0.15
N: 1.24 -0.44 1.49
H: -1.22 -3.85 4.11
H: -2.36 -2.87 3.15
H: -0.60 -2.96 2.60
H: -3.24 -0.94 5.60
H: -3.14 -0.62 3.76
H: -2.42 0.56 4.94
H: 0.04 0.89 4.33
H: 2.33 -1.37 3.79
H: 1.95 -0.69 5.42
H: -1.87 0.91 2.46
H: -2.11 1.22 -0.17
H: -0.09 0.44 -1.64
H: 1.95 -0.54 -0.50
O: 1.06 2.37 7.05
H: 1.90 2.07 7.44
H: 1.32 2.70 6.18
O: 3.13 -2.16 -2.22
H: 3.99 -2.34 -1.81
H: 3.36 -1.81 -3.10
O: 1.27 -3.89 4.93
H: 1.38 -4.82 5.18
H: 1.16 -3.42 5.76
O: 4.64 1.22 -0.41
H: 4.51 1.01 0.53
H: 5.59 1.14 -0.53
O: 6.79 2.06 4.58
H: 6.91 2.87 4.08
H: 6.01 1.65 4.18
O: -0.55 0.43 8.46
H: 0.05 1.12 8.13
H: -0.16 -0.39 8.15
O: 4.20 -0.26 -4.21
H: 5.06 -0.44 -3.81
H: 4.43 0.09 -5.08
O: -3.32 2.09 -1.37
H: -3.21 2.90 -1.88
H: -4.07 1.66 -1.79
O: -3.41 -3.42 5.41
H: -4.20 -3.01 5.03
H: -3.44 -4.33 5.10
O: -1.44 4.03 6.94
H: -1.78 3.34 7.52
H: -0.55 3.72 6.72
O: -0.55 -2.77 -2.14
H: -0.65 -2.98 -1.20
H: 0.40 -2.82 -2.29
O: -4.06 -0.43 -3.31
H: -4.37 -1.12 -2.71
H: -3.13 -0.64 -3.46
O: -4.53 4.41 -1.17
H: -5.17 5.06 -0.86
H: -4.22 3.98 -0.36
O: -0.06 -3.90 0.70
H: -0.35 -4.62 1.27
H: 0.87 -4.10 0.53
O: -2.40 1.45 -5.01
H: -1.72 1.15 -4.38
H: -3.16 0.89 -4.80
O: 1.88 -2.80 -4.85
H: 1.25 -2.16 -4.49
H: 2.23 -3.25 -4.07
O: -2.87 2.53 4.94
H: -3.79 2.81 5.00
H: -2.37 3.35 4.98
O: -5.37 2.78 3.15
H: -5.70 2.08 3.73
H: -4.46 2.50 2.95
O: -3.89 -0.69 -6.77
H: -4.83 -0.47 -6.76
H: -3.45 0.18 -6.76
O: 2.53 -5.03 -1.79
H: 3.04 -4.28 -2.12
H: 3.04 -5.80 -2.08
O: 1.01 -5.65 -5.07
H: 0.07 -5.43 -5.00
H: 1.45 -4.78 -5.06
O: 3.86 2.59 7.71
H: 4.69 2.28 8.10
H: 4.12 2.91 6.84
O: -6.10 1.25 -7.60
H: -7.04 1.46 -7.58
H: -5.67 2.11 -7.58
O: 5.56 -6.10 -2.41
H: 5.28 -6.80 -1.80
H: 6.47 -6.31 -2.61
O: 5.04 2.64 -3.56
H: 4.54 1.81 -3.53
H: 4.78 3.09 -2.75
O: -0.60 -0.65 -5.80
H: -0.49 0.16 -6.30
H: -1.35 -1.09 -6.22
O: 7.14 2.52 -5.72
H: 6.27 2.43 -5.31
H: 7.06 3.31 -6.27
O: -5.76 7.27 -1.22
H: -6.70 7.48 -1.20
H: -5.33 8.13 -1.21
O: -6.78 3.93 -8.29
H: -6.67 4.75 -8.79
H: -7.53 3.50 -8.71
O: 4.31 -2.74 -6.57
H: 3.44 -2.83 -6.17
H: 4.23 -1.96 -7.13

=====

Record 2
Formula: C41H40Cl3N12NaO9
Source: the Open Molecules 2025 dataset
Level of theory: the ωB97M-V functional and the def2-TZVPD basis

frontier orbital gap	5.94	eV
net charge	-2
energy relative to the best compared isomer or geometry (same formula, charge and spin)	11.32	kcal per mole

Element x y z (Å)
Na: 0.47 -1.21 -1.90
N: -2.41 -0.63 0.62
N: -2.47 -1.64 1.59
C: -2.42 -2.97 1.32
N: -2.52 -3.78 2.40
N: -2.40 -3.27 0.03
N: -2.26 -4.60 -0.35
O: -2.60 -4.84 -1.48
O: -1.82 -5.46 0.41
H: -1.43 -0.57 0.33
H: -2.93 -0.93 -0.21
H: -2.74 -1.36 2.52
H: -2.29 -3.36 3.28
H: -2.17 -4.72 2.23
Cl: 4.31 -6.89 -4.44
C: 3.52 -5.63 -3.51
C: 4.15 -5.13 -2.37
C: 3.55 -4.17 -1.62
Cl: 4.35 -3.58 -0.19
C: 2.25 -3.61 -1.92
O: 1.69 -2.79 -1.17
C: 1.67 -4.13 -3.14
C: 0.41 -3.65 -3.69
O: -0.27 -2.72 -3.31
C: 2.30 -5.13 -3.89
H: 5.12 -5.51 -2.08
H: 0.07 -4.23 -4.57
H: 1.81 -5.51 -4.78
O: 5.64 1.97 -6.08
C: 4.72 2.53 -5.44
O: 4.53 3.74 -5.26
C: 3.69 1.57 -4.79
C: 3.73 0.21 -5.04
C: 2.79 -0.61 -4.44
N: 1.84 -0.18 -3.62
C: 1.79 1.14 -3.38
C: 2.69 2.03 -3.95
C: 0.69 1.67 -2.45
O: 0.37 2.86 -2.55
O: 0.18 0.85 -1.64
H: 4.50 -0.18 -5.69
H: 2.80 -1.68 -4.63
H: 2.60 3.09 -3.76
N: -2.60 6.77 -7.21
C: -2.58 5.74 -6.69
C: -2.59 4.46 -6.03
C: -3.53 3.51 -6.42
C: -3.57 2.29 -5.77
C: -2.67 2.03 -4.74
C: -1.70 2.96 -4.37
C: -1.67 4.19 -5.02
N: -2.73 0.80 -4.06
C: -3.21 -0.43 -4.51
C: -3.05 -1.30 -3.47
N: -2.56 -0.62 -2.38
C: -2.39 0.61 -2.75
H: -4.23 3.73 -7.21
H: -4.31 1.55 -6.05
H: -0.94 2.73 -3.62
H: -0.92 4.91 -4.74
H: -3.48 -0.58 -5.53
H: -3.19 -2.36 -3.45
H: -1.97 1.39 -2.14
C: 0.70 2.36 6.34
C: 1.65 1.71 5.32
C: 3.09 2.14 5.67
C: 1.57 0.20 5.51
C: 1.29 2.19 3.87
O: 1.59 3.60 3.78
C: -0.19 2.06 3.47
C: -0.87 0.68 3.44
C: -1.88 0.41 4.51
C: -2.89 1.32 4.81
C: -3.85 1.05 5.78
C: -3.80 -0.16 6.45
Cl: -4.99 -0.50 7.68
C: -2.83 -1.10 6.16
C: -1.88 -0.81 5.19
C: 2.21 1.62 2.77
N: 1.74 0.44 2.08
C: 0.91 0.38 1.03
N: 0.62 -0.87 0.75
C: 1.35 -1.56 1.65
N: 2.04 -0.82 2.49
H: 0.96 2.01 7.34
H: -0.34 2.09 6.17
H: 0.78 3.45 6.36
H: 3.24 2.03 6.74
H: 3.29 3.17 5.39
H: 3.82 1.50 5.18
H: 2.07 -0.06 6.44
H: 2.05 -0.35 4.70
H: 0.54 -0.15 5.60
H: 1.01 4.06 4.39
H: -0.24 2.50 2.47
H: -0.76 2.75 4.10
H: -0.14 -0.13 3.43
H: -1.39 0.61 2.48
H: -2.94 2.26 4.28
H: -4.62 1.76 6.01
H: -2.81 -2.04 6.69
H: -1.11 -1.54 4.96
H: 3.21 1.40 3.15
H: 2.30 2.40 2.01
H: 0.56 1.23 0.48
H: 1.41 -2.64 1.65

=====

Record 3
Formula: C20H30AsCaF9NO17
Source: the Open Molecules 2025 dataset
Level of theory: the ωB97M-V functional and the def2-TZVPD basis

frontier orbital gap	6.27	eV
net charge	-1
energy relative to the best compared isomer or geometry (same formula, charge and spin)	0.00	kcal per mole

Element x y z (Å)
Ca: 0.42 -0.98 -0.92
As: 1.25 -0.24 -4.71
F: 1.26 1.31 -3.99
F: 2.97 -0.37 -4.56
F: 1.25 -1.81 -5.44
F: -0.44 -0.19 -4.85
F: 1.44 0.48 -6.29
F: 1.15 -0.96 -3.08
C: -1.91 1.58 -1.58
O: -3.02 1.78 -2.48
O: -1.36 0.43 -1.81
C: -1.00 2.82 -1.69
F: 0.12 2.70 -0.96
F: -0.67 3.19 -2.93
F: -1.64 3.93 -1.17
C: -4.13 2.49 -1.97
C: -4.81 3.13 -3.18
H: -5.24 2.35 -3.82
H: -5.73 3.67 -2.89
H: -4.09 3.78 -3.67
H: -3.86 3.32 -1.31
H: -4.81 1.82 -1.42
H: -2.29 1.67 -0.52
N: -1.00 -3.54 -2.46
O: -1.75 -2.70 -2.94
O: -0.93 -4.69 -2.89
O: -0.25 -3.22 -1.48
C: -5.92 -2.40 0.51
C: -4.70 -2.23 1.38
C: -4.01 -3.52 1.87
O: -2.64 -3.31 1.54
C: -2.46 -2.05 1.07
O: -1.41 -1.55 0.87
O: -3.65 -1.51 0.74
H: -6.64 -2.98 1.11
H: -5.79 -3.10 -0.33
H: -6.38 -1.47 0.20
H: -5.04 -1.69 2.26
H: -4.29 -4.50 1.50
H: -4.16 -3.54 2.96
C: 3.82 -4.68 3.82
C: 3.25 -4.73 2.43
C: 1.80 -5.30 2.45
O: 1.03 -4.32 1.76
C: 1.80 -3.28 1.42
O: 1.44 -2.36 0.75
O: 3.05 -3.43 1.89
H: 3.15 -4.25 4.57
H: 4.76 -4.13 3.87
H: 3.93 -5.72 4.15
H: 3.82 -5.34 1.74
H: 1.36 -5.35 3.45
H: 1.72 -6.25 1.92
C: 2.89 2.28 4.17
C: 1.45 1.92 3.92
C: 0.55 3.04 3.36
O: 0.24 2.62 2.05
C: 0.58 1.32 1.89
O: 0.35 0.70 0.91
O: 1.42 0.95 2.88
H: 2.97 2.88 5.08
H: 3.31 2.78 3.30
H: 3.46 1.37 4.37
H: 1.00 1.51 4.83
H: 1.11 3.98 3.35
H: -0.35 3.15 3.97
C: 2.73 4.50 -2.47
C: 3.51 3.32 -1.95
C: 3.95 3.42 -0.46
O: 3.68 2.15 0.09
C: 2.93 1.46 -0.82
O: 2.56 0.33 -0.67
O: 2.64 2.21 -1.86
H: 1.92 4.81 -1.80
H: 2.17 4.13 -3.34
H: 3.37 5.31 -2.79
H: 4.42 3.23 -2.54
H: 3.37 4.22 0.02
H: 5.00 3.69 -0.35

=====

Record 4
Formula: C4H8O4
Source: the Open Molecules 2025 dataset
Level of theory: the ωB97M-V functional and the def2-TZVPD basis

frontier orbital gap	11.36	eV
energy relative to the best compared isomer or geometry (same formula, charge and spin)	25.16	kcal per mole

Element x y z (Å)
O: 1.13 1.96 -0.11
O: -1.09 1.89 0.28
C: 0.08 2.54 0.10
C: -0.10 4.03 0.20
H: -0.88 0.92 0.20
H: 0.87 4.54 0.05
H: -0.49 4.30 1.19
H: -0.80 4.38 -0.57
O: -0.66 -1.50 0.05
O: 0.97 -3.04 -0.31
C: 0.49 -1.79 -0.17
C: -0.02 -4.07 -0.18
H: 1.32 -1.07 -0.28
H: 0.50 -5.03 -0.31
H: -0.81 -3.98 -0.95
H: -0.50 -4.06 0.82

=====

Record 5
Formula: C19H19BrCl3N2O3SbScSi
Source: the Open Molecules 2025 dataset
Level of theory: the ωB97M-V functional and the def2-TZVPD basis

frontier orbital gap	7.23	eV
net charge	+1
energy relative to the best compared isomer or geometry (same formula, charge and spin)	2.74	kcal per mole

Element x y z (Å)
Sc: 0.72 0.36 0.84
Br: -4.41 4.25 4.74
C: -2.92 3.45 3.92
C: -1.70 3.41 4.58
C: -0.59 2.83 3.99
C: -0.69 2.26 2.72
O: 0.38 1.71 2.15
C: -1.92 2.31 2.05
C: -2.08 1.85 0.69
N: -1.26 1.10 0.06
C: -1.40 0.87 -1.33
C: -2.58 0.73 -2.00
C: -2.59 0.55 -3.41
C: -1.43 0.52 -4.11
C: -0.19 0.64 -3.44
C: 1.07 0.62 -4.10
C: 2.22 0.72 -3.39
C: 2.14 0.82 -1.99
N: 1.00 0.86 -1.34
C: -0.18 0.79 -2.05
C: -3.03 2.93 2.65
H: -1.62 3.84 5.57
H: 0.36 2.80 4.50
H: -2.96 2.23 0.16
H: -3.52 0.75 -1.46
H: -3.54 0.44 -3.92
H: -1.43 0.39 -5.19
H: 1.09 0.52 -5.18
H: 3.19 0.72 -3.87
H: 3.04 0.85 -1.38
H: -3.97 2.99 2.12
Cl: 2.15 -0.04 5.40
Si: 2.17 -0.93 3.59
Cl: 3.03 -2.74 3.66
Cl: 0.19 -1.24 2.94
C: 0.75 -4.30 0.64
Sb: 0.89 -2.48 -0.43
C: -0.03 -3.11 -2.24
C: 2.90 -2.65 -1.08
H: 1.03 -5.10 -0.04
H: -0.26 -4.45 1.00
H: 1.44 -4.28 1.49
H: 0.50 -3.98 -2.62
H: 0.02 -2.31 -2.98
H: -1.08 -3.36 -2.07
H: 3.09 -3.69 -1.32
H: 3.58 -2.31 -0.29
H: 3.06 -2.04 -1.97
O: 2.84 0.13 2.54
O: 2.54 -0.24 1.16

=====

Record 6
Formula: C29H33AsBaN5O4S
Source: the Open Molecules 2025 dataset
Level of theory: the ωB97M-V functional and the def2-TZVPD basis

frontier orbital gap	7.28	eV
net charge	+1
energy relative to the best compared isomer or geometry (same formula, charge and spin)	7.57	kcal per mole

Element x y z (Å)
Ba: -1.44 -1.06 2.69
N: 1.96 3.98 -1.94
C: 0.89 3.64 -2.90
C: 0.91 2.15 -3.26
C: 0.43 1.19 -2.18
N: 1.39 1.10 -1.07
C: -0.92 1.64 -1.61
C: -0.90 3.10 -1.16
N: 0.00 3.22 0.03
C: -0.46 4.03 -2.28
H: 2.83 3.55 -2.23
H: 0.92 2.84 -0.23
H: 2.12 4.98 -1.95
H: 1.00 4.20 -3.83
H: 1.92 1.87 -3.58
H: 0.27 2.01 -4.14
H: 0.28 0.21 -2.65
H: 2.31 0.83 -1.40
H: 1.09 0.35 -0.46
H: -1.23 1.01 -0.78
H: -1.69 1.54 -2.38
H: -1.90 3.39 -0.81
H: -0.39 2.68 0.83
H: 0.08 4.18 0.35
H: -0.42 5.06 -1.93
H: -1.23 4.00 -3.05
S: -2.62 -3.33 1.36
C: -1.09 -4.02 1.91
C: -1.06 -4.97 2.94
C: 0.13 -5.52 3.37
C: 1.33 -5.13 2.79
C: 1.33 -4.18 1.78
C: 0.13 -3.62 1.34
As: 0.05 -2.25 -0.05
C: -0.74 -3.20 -1.53
C: -0.52 -4.56 -1.71
C: -1.08 -5.22 -2.79
C: -1.86 -4.52 -3.71
C: -2.08 -3.16 -3.54
C: -1.52 -2.50 -2.45
C: 1.91 -2.13 -0.62
C: 2.84 -1.57 0.25
C: 4.15 -1.35 -0.15
C: 4.54 -1.67 -1.45
C: 3.61 -2.22 -2.33
C: 2.31 -2.45 -1.91
H: -2.00 -5.29 3.37
H: 0.12 -6.26 4.15
H: 2.27 -5.57 3.12
H: 2.27 -3.90 1.32
H: 0.07 -5.11 -0.99
H: -0.92 -6.28 -2.92
H: -2.30 -5.04 -4.55
H: -2.69 -2.62 -4.24
H: -1.71 -1.44 -2.30
H: 2.55 -1.31 1.27
H: 4.87 -0.93 0.54
H: 5.56 -1.49 -1.77
H: 3.91 -2.47 -3.33
H: 1.60 -2.88 -2.61
O: -3.38 2.38 5.92
C: -3.06 3.66 5.78
O: -3.30 4.49 6.62
C: -2.40 4.08 4.50
C: -2.13 5.41 4.27
N: -1.52 5.50 3.08
N: -1.37 4.31 2.49
C: -1.88 3.43 3.35
C: -1.84 1.98 3.00
O: -2.49 1.17 3.71
O: -1.15 1.60 2.01
H: -3.12 1.87 5.13
H: -2.34 6.27 4.89
H: -1.20 6.33 2.62